Entry A
Entry from the OMol25 dataset: a 2-piece molecular cluster, C10H16O overall (ωB97M-V/def2-TZVPD).

Computed properties:
SMILES = CCc1ccc(O)cc1.CC
HOMO-LUMO gap = 9.63 eV
Total charge = 0

```
27
Properties=species:S:1:pos:R:3:lowdin_charge:R:1
C -3.26854 0.06755 -1.47132 -0.087
C -2.09846 0.65756 -0.65792 -0.216
C -1.31598 -0.39650 0.07012 -0.264
C -1.34761 -0.49776 1.45496 -0.037
C -0.63427 -1.47106 2.15381 -0.006
C 0.24490 -2.25010 1.41331 -0.327
O 1.01993 -3.21342 2.05410 0.014
C 0.19609 -2.26565 0.03602 -0.013
C -0.53164 -1.29064 -0.64704 -0.034
H -2.96236 -0.13914 -2.47099 0.054
H -4.12391 0.73087 -1.58128 0.069
H -3.50766 -0.89872 -1.04976 0.073
H -1.37970 1.23615 -1.26097 0.106
H -2.49308 1.50642 -0.08655 0.105
H -1.96325 0.16513 2.05083 0.111
H -0.61079 -1.36443 3.22722 0.113
H 1.78766 -2.76330 2.41878 0.101
H 0.96059 -2.79295 -0.51931 0.117
H -0.26707 -1.09832 -1.67706 0.117
C 2.75608 1.51176 -1.05501 -0.157
C 2.75553 2.49633 0.11979 -0.176
H 3.48397 1.83950 -1.79685 0.060
H 3.20918 0.58392 -0.69424 0.059
H 1.76043 1.34858 -1.45151 0.049
H 3.09702 3.49000 -0.15191 0.054
H 3.42128 2.17318 0.92197 0.057
H 1.81167 2.63502 0.65084 0.057
```

Entry B
Entry from the OMol25 dataset: a 2-piece molecular cluster, C10H16O overall (ωB97M-V/def2-TZVPD).

Computed properties:
SMILES = CCc1ccc(O)cc1.CC
HOMO-LUMO gap = 9.20 eV
Total charge = 0

```
27
Properties=species:S:1:pos:R:3:lowdin_charge:R:1
C -0.96200 1.93819 2.69572 -0.121
C -0.66174 0.60763 2.03329 -0.220
C 0.40804 0.58958 0.96843 -0.259
C 0.60983 1.66336 0.07325 -0.042
C 1.56837 1.66079 -0.89614 -0.008
C 2.27620 0.43397 -1.07734 -0.333
O 3.12248 0.30037 -2.13917 0.041
C 2.10684 -0.58910 -0.20483 -0.025
C 1.14702 -0.56857 0.82245 -0.046
H -1.52469 2.61268 2.04867 0.068
H -0.04737 2.51261 2.92637 0.080
H -1.38055 1.91571 3.70243 0.069
H -0.37124 -0.11982 2.79618 0.107
H -1.62191 0.23257 1.65396 0.110
H -0.01343 2.51995 0.31316 0.106
H 1.84516 2.52014 -1.49005 0.112
H 2.92138 0.90355 -2.86091 0.104
H 2.73949 -1.45294 -0.39172 0.121
H 1.07086 -1.31668 1.59761 0.114
C -1.40404 -1.37349 -1.32417 -0.169
C -1.84990 -2.77884 -1.76985 -0.158
H -2.26267 -0.68328 -1.23164 0.067
H -1.12005 -1.37055 -0.27527 0.039
H -0.81576 -0.86604 -2.08208 0.068
H -0.98034 -3.43513 -1.76647 0.059
H -2.08415 -2.64785 -2.83472 0.060
H -2.71585 -3.20881 -1.28713 0.057
```

Relative energies in kcal/mol: entry A 2.6; entry B 0.0

Entry A
Entry from the OMol25 dataset: a 2-piece molecular cluster, C10H16O overall (ωB97M-V/def2-TZVPD).

Computed properties:
SMILES = Cc1ccc(O)cc1.CCC
HOMO-LUMO gap = 9.16 eV
Total charge = 0

```
27
Properties=species:S:1:pos:R:3:lowdin_charge:R:1
C -1.60726 2.65431 -0.89337 -0.050
C -1.59198 1.13366 -0.99487 -0.279
C -2.41836 0.30111 -0.25248 -0.059
C -2.28851 -1.08504 -0.31936 -0.044
C -1.15441 -1.65712 -0.85851 -0.354
O -0.75965 -2.95877 -0.81005 0.047
C -0.40389 -0.81645 -1.70484 -0.033
C -0.63306 0.52852 -1.86879 -0.037
H -0.57360 2.98533 -0.86552 0.073
H -2.22426 2.92759 -0.04172 0.073
H -2.07145 3.05691 -1.79690 0.077
H -3.21521 0.60080 0.41424 0.110
H -2.89399 -1.70029 0.34486 0.113
H -1.51553 -3.49052 -0.49992 0.118
H 0.35719 -1.33582 -2.28160 0.118
H -0.35317 1.14907 -2.70206 0.113
C 3.08456 -1.04823 1.14507 -0.128
C 2.36929 0.27673 1.25652 -0.337
C 0.91229 0.23274 1.72149 -0.103
H 4.06226 -0.96276 0.66909 0.067
H 3.32322 -1.54973 2.08877 0.069
H 2.43698 -1.72219 0.57688 0.068
H 2.39132 0.76948 0.27448 0.093
H 3.00058 1.02225 1.76665 0.099
H 0.37885 -0.41281 1.03936 0.048
H 0.53334 1.24621 1.84353 0.069
H 0.85447 -0.14497 2.74903 0.073
```

Entry B
Entry from the OMol25 dataset: a 2-piece molecular cluster, C10H16O overall (ωB97M-V/def2-TZVPD).

Computed properties:
SMILES = CCc1ccc(O)cc1.CC
HOMO-LUMO gap = 9.30 eV
Total charge = 0

```
27
Properties=species:S:1:pos:R:3:lowdin_charge:R:1
C 2.49209 -2.43176 1.35516 -0.103
C 1.17848 -1.58967 1.12202 -0.191
C 1.31704 -0.47466 0.11010 -0.245
C 0.31188 -0.11441 -0.73956 -0.044
C 0.43058 1.05459 -1.48901 -0.026
C 1.58691 1.76453 -1.50635 -0.323
O 1.77013 2.86067 -2.30056 0.052
C 2.73677 1.23654 -0.84849 -0.010
C 2.54612 0.23164 0.07592 -0.044
H 2.85502 -2.16855 2.34846 0.065
H 3.18702 -2.37788 0.52535 0.066
H 2.23979 -3.49295 1.44568 0.061
H 0.41157 -2.31595 0.84163 0.099
H 0.87510 -1.25912 2.11365 0.104
H -0.52594 -0.76959 -0.94692 0.110
H -0.26428 1.47520 -2.21501 0.125
H 2.53064 3.36190 -2.06288 0.085
H 3.74583 1.61595 -0.87654 0.107
H 3.35260 0.04711 0.76765 0.110
C -4.04930 -0.34272 0.39629 -0.160
C -4.19131 1.18803 0.19366 -0.158
H -4.70503 -0.91597 -0.26494 0.061
H -3.08341 -0.65576 0.00319 0.038
H -4.11773 -0.58706 1.44487 0.055
H -3.50142 1.53063 -0.57535 0.053
H -3.91657 1.67011 1.13165 0.058
H -5.21259 1.45912 -0.04966 0.054
```

Entry C
Entry from the OMol25 dataset: a 2-piece molecular cluster, C10H16O overall (ωB97M-V/def2-TZVPD).

Computed properties:
SMILES = CCc1ccc(O)cc1.CC
HOMO-LUMO gap = 9.32 eV
Total charge = 0

```
27
Properties=species:S:1:pos:R:3:lowdin_charge:R:1
C 2.80458 -1.72147 0.54628 -0.091
C 1.60099 -2.30614 -0.23042 -0.198
C 0.27872 -1.59668 0.01097 -0.246
C -0.46028 -1.12624 -1.06118 -0.043
C -1.70186 -0.50182 -0.88896 -0.046
C -2.14697 -0.29159 0.40350 -0.330
O -3.32336 0.37203 0.67742 0.037
C -1.42801 -0.74472 1.50328 -0.009
C -0.20217 -1.36103 1.30100 -0.037
H 2.44895 -1.16200 1.41611 0.059
H 3.40028 -1.06111 -0.07524 0.066
H 3.43489 -2.52817 0.92855 0.067
H 1.78964 -2.25823 -1.29768 0.095
H 1.51114 -3.36415 0.03173 0.109
H -0.12264 -1.31974 -2.06911 0.110
H -2.29672 -0.25034 -1.75898 0.116
H -3.73170 0.67902 -0.14095 0.102
H -1.81209 -0.57033 2.49830 0.118
H 0.38390 -1.62699 2.17220 0.112
C 0.56974 2.80867 -0.02806 -0.155
C -0.65825 2.91202 -0.93583 -0.165
H 0.25364 2.70563 1.01136 0.065
H 1.10981 1.88435 -0.27127 0.054
H 1.30728 3.57636 -0.23230 0.055
H -1.02550 1.90694 -1.15201 0.029
H -0.49587 3.46536 -1.86658 0.062
H -1.48813 3.48035 -0.49213 0.064
```

Entry D
Entry from the OMol25 dataset: a 2-piece molecular cluster, C10H16O overall (ωB97M-V/def2-TZVPD).

Computed properties:
SMILES = Cc1ccc(O)cc1.CCC
HOMO-LUMO gap = 9.11 eV
Total charge = 0

```
27
Properties=species:S:1:pos:R:3:lowdin_charge:R:1
C -1.20458 -0.05701 -3.53442 -0.061
C -1.27262 0.13650 -2.04225 -0.283
C -0.65379 -0.60981 -1.06244 -0.056
C -0.64535 -0.26652 0.28275 -0.024
C -1.41833 0.82765 0.66983 -0.315
O -1.81107 1.00666 1.96894 0.048
C -2.08636 1.58807 -0.27466 -0.017
C -2.02526 1.23223 -1.61725 -0.047
H -0.39110 0.47288 -4.03716 0.079
H -2.15882 0.25172 -3.95357 0.072
H -0.98461 -1.07894 -3.85946 0.075
H -0.01105 -1.43944 -1.34836 0.112
H -0.00209 -0.80534 0.95785 0.086
H -1.32710 0.49129 2.60637 0.093
H -2.57897 2.49834 0.02568 0.115
H -2.48217 1.92651 -2.31306 0.112
C 2.85375 -0.90001 2.97870 -0.129
C 3.59697 -0.85964 1.64245 -0.311
C 2.80318 -1.25677 0.38482 -0.116
H 2.96452 -1.88152 3.44769 0.066
H 3.35736 -0.22942 3.67978 0.066
H 1.78053 -0.70722 3.02332 0.055
H 3.97439 0.15787 1.49705 0.092
H 4.52320 -1.41477 1.80887 0.096
H 2.49215 -0.33437 -0.09316 0.069
H 3.40983 -1.86834 -0.28433 0.066
H 1.98219 -1.91400 0.67611 0.059
```

Relative energies in kcal/mol: entry A 12.3; entry B 16.1; entry C 0.0; entry D 9.9

Entry A
Entry from the OMol25 dataset: a 2-piece molecular cluster, C10H16O overall (ωB97M-V/def2-TZVPD).

Computed properties:
SMILES = Cc1ccc(O)cc1.CCC
HOMO-LUMO gap = 9.29 eV
Total charge = 0

```
27
Properties=species:S:1:pos:R:3:lowdin_charge:R:1
C -0.35045 -2.90927 -0.58299 -0.063
C 0.14113 -1.97061 0.46312 -0.291
C 1.22624 -1.15064 0.25727 -0.067
C 1.52358 -0.11271 1.17403 -0.045
C 0.70673 0.07952 2.25807 -0.320
O 1.00086 1.06785 3.17926 0.028
C -0.30972 -0.83386 2.59618 -0.008
C -0.52968 -1.84385 1.70657 -0.049
H -0.04195 -2.53015 -1.55826 0.076
H -1.42414 -3.09549 -0.59161 0.076
H 0.01405 -3.94561 -0.50781 0.082
H 1.78291 -1.20882 -0.67075 0.116
H 2.40158 0.50515 1.03985 0.118
H 1.51648 1.74907 2.71305 0.105
H -0.85950 -0.75713 3.52101 0.118
H -1.15625 -2.67145 2.03113 0.116
C 0.20131 2.09357 -2.54109 -0.125
C -0.05404 1.63148 -1.06755 -0.281
C -1.60334 1.53738 -0.91082 -0.100
H 1.18268 1.78918 -2.90981 0.060
H -0.63339 1.84148 -3.19125 0.060
H 0.23870 3.18528 -2.66107 0.064
H 0.40513 0.65777 -1.05773 0.047
H 0.42041 2.27518 -0.33282 0.092
H -1.82335 0.47346 -0.87110 0.066
H -1.85094 1.92487 0.08552 0.063
H -2.12504 2.21836 -1.57041 0.062
```

Entry B
Entry from the OMol25 dataset: a 2-piece molecular cluster, C10H16O overall (ωB97M-V/def2-TZVPD).

Computed properties:
SMILES = Cc1ccc(O)cc1.CCC
HOMO-LUMO gap = 9.08 eV
Total charge = 0

```
27
Properties=species:S:1:pos:R:3:lowdin_charge:R:1
C 2.47312 -2.08461 -0.52883 -0.063
C 1.98725 -0.84421 0.24024 -0.271
C 1.14121 -1.01518 1.33258 -0.091
C 0.64447 0.04657 2.10503 -0.012
C 0.89773 1.33416 1.56407 -0.344
O 0.27886 2.44905 2.00064 0.011
C 1.71807 1.50521 0.43638 -0.028
C 2.46876 0.48480 -0.12089 -0.005
H 1.86900 -2.25902 -1.45652 0.086
H 2.17220 -2.97475 0.06892 0.069
H 3.55608 -2.03945 -0.63466 0.072
H 1.03962 -2.09383 1.60130 0.117
H 0.11591 -0.23266 3.00551 0.107
H -0.65662 2.25964 2.35253 0.151
H 1.86837 2.48115 0.02737 0.108
H 3.23971 0.57853 -0.79991 0.082
C -1.95914 -1.04490 -1.27702 -0.121
C -2.17790 0.48608 -1.51695 -0.356
C -2.72735 1.23902 -0.31611 -0.135
H -2.91523 -1.59442 -1.01049 0.073
H -1.20691 -1.09888 -0.43481 0.062
H -1.62002 -1.42593 -2.33815 0.096
H -1.17988 0.87168 -1.63019 0.067
H -2.53557 0.83528 -2.50475 0.104
H -2.54365 0.63249 0.59765 0.068
H -2.11453 2.16918 -0.42520 0.082
H -3.83354 1.33496 -0.33773 0.071
```

Entry C
Entry from the OMol25 dataset: a 2-piece molecular cluster, C10H16O overall (ωB97M-V/def2-TZVPD).

Computed properties:
SMILES = Cc1ccc(O)cc1.CCC
HOMO-LUMO gap = 8.91 eV
Total charge = 0

```
27
Properties=species:S:1:pos:R:3:lowdin_charge:R:1
C 1.45860 -2.17424 0.70330 -0.071
C 1.00783 -1.52133 -0.50386 -0.335
C 1.97091 -1.06642 -1.34422 -0.084
C 1.62662 -0.32531 -2.41911 0.012
C 0.17693 -0.24188 -2.71077 -0.299
O 0.15113 0.78053 -3.62876 -0.001
C -0.80673 -0.68994 -1.90721 -0.047
C -0.35422 -1.29805 -0.73246 -0.051
H 1.39114 -1.74304 1.68361 0.058
H 2.54462 -2.31853 0.48070 0.088
H 0.72636 -3.05328 0.94034 0.121
H 2.99378 -1.30315 -1.13347 0.108
H 2.26797 0.13802 -3.26577 0.151
H -0.71686 0.96035 -4.00985 0.106
H -1.95834 -0.57436 -2.02193 0.152
H -1.03805 -1.67200 -0.06559 0.086
C -1.79130 1.61794 0.79783 -0.144
C -1.49648 1.35460 2.26290 -0.333
C 0.01828 1.38920 2.45685 -0.152
H -0.92168 2.23774 0.33774 0.104
H -2.76777 2.19790 0.63102 0.085
H -1.87706 0.77305 0.13741 0.016
H -2.10660 2.11123 2.81750 0.107
H -1.82730 0.38275 2.68635 0.098
H 0.72004 1.02049 1.67714 0.066
H 0.43171 2.37443 2.79683 0.075
H 0.17647 0.64330 3.33348 0.085
```

Relative energies in kcal/mol: entry A 0.0; entry B 18.6; entry C 37.4